C2H3GdO2 as an isolated structure. Source: the OMol25 dataset; level of theory: the ωB97M-V functional and the def2-TZVPD basis.

XYZ file:
```
8
Properties=species:S:1:pos:R:3:forces:R:3:mulliken_spin:R:1
H -0.0063 -2.6015 -1.0232 -0.46 -0.04 -1.02 0.0716
C -1.2786 -0.6231 0.4061 -2.74 3.27 -0.63 0.7936
O -1.6294 0.4787 0.1347 0.70 -1.77 0.64 0.1929
O 0.0324 -0.9232 0.3666 2.75 -0.50 -0.89 0.3197
C 0.2720 -2.3146 -0.0074 -1.75 1.36 0.57 0.2674
H 1.3615 -2.3997 0.0249 -0.20 -1.24 1.06 0.0659
H -0.8807 -2.5486 0.3942 2.07 -1.62 0.15 0.0610
Gd 1.3775 1.1777 -0.3065 -0.36 0.54 0.13 6.2279
```
Forces are in eV/Å.

Output
- Kohn-Sham gap (alpha / beta): 8.158 / 4.871 eV
- Spin multiplicity: 9
- Net charge: +3
- E_LUMO (alpha / beta): -16.42 / -19.66 eV

=====

C2H3I2NO as an isolated structure. Source: the OMol25 dataset; level of theory: the ωB97M-V functional and the def2-TZVPD basis.

XYZ file:
```
9
Properties=species:S:1:pos:R:3:forces:R:3:mulliken_charge:R:1
C -1.0517 -0.0355 -0.7237 0.50 2.27 -0.34 0.8182
C -0.1389 0.7442 -1.7070 4.48 -1.63 -1.63 -1.0037
N -0.7399 0.1480 0.5496 0.42 -0.49 1.10 -0.3645
O -2.0781 -0.4684 -1.1014 -2.33 -1.75 -1.15 -0.5086
I -0.8819 0.6679 -3.7443 0.19 -0.07 0.77 0.1494
I 0.2331 2.7818 -1.1353 -0.09 -0.31 -0.03 0.1417
H 1.2541 0.1770 -1.8854 -4.42 1.57 0.87 0.3752
H 0.1495 0.5120 0.6940 1.50 0.74 0.80 0.1831
H -1.3272 0.0039 1.3528 -0.26 -0.33 -0.40 0.2092
```
Forces are in eV/Å.

Output
- Kohn-Sham gap: 8.861 eV
- E_LUMO: -0.45 eV

=====

C2H3I3O as an isolated structure. Source: the OMol25 dataset; level of theory: the ωB97M-V functional and the def2-TZVPD basis.

XYZ file:
```
9
Properties=species:S:1:pos:R:3:forces:R:3:mulliken_charge:R:1
C 0.3328 0.8563 -0.9348 -0.09 1.32 0.53 -0.8290
C -0.2702 -0.8462 0.8169 1.03 0.55 -0.48 -0.3923
O 0.5974 -0.2372 -0.0532 -0.16 -0.05 0.32 -0.2177
I 1.0867 -2.1361 2.0531 -0.84 0.47 -0.64 0.1116
I -1.1001 0.6833 2.1323 -0.33 -0.46 -0.23 0.1437
I -1.6263 -2.0345 -0.4183 -0.09 0.23 0.66 0.1458
H 0.4537 1.8661 -0.5444 0.52 -0.17 1.35 0.3333
H -0.5981 1.0768 -1.4360 -0.87 -1.63 -0.16 0.3704
H 1.1241 0.7715 -1.6155 0.83 -0.27 -1.34 0.3342
```
Forces are in eV/Å.

Output
- Kohn-Sham gap: 8.093 eV
- E_LUMO: -1.22 eV

=====

C2H3I3O2 as an isolated structure. Source: the OMol25 dataset; level of theory: the ωB97M-V functional and the def2-TZVPD basis.

XYZ file:
```
10
Properties=species:S:1:pos:R:3:forces:R:3:mulliken_charge:R:1
C 0.0070 -0.0341 -1.1755 -0.05 -1.12 -1.39 -0.1894
C -1.0608 -0.1341 -0.3896 -0.35 0.37 -0.62 -0.2927
O 0.6917 1.1168 -1.4768 0.06 -0.62 0.44 -0.4422
O 0.2261 -0.0554 1.7636 -0.72 0.82 1.97 -0.5037
I 2.0585 -0.6260 1.6599 1.17 -0.44 -0.19 0.2205
I -1.8965 -2.0216 -0.0811 0.01 0.23 -0.07 0.1299
I -2.0701 1.5419 0.3913 0.33 -0.40 -0.21 0.1026
H 0.3149 -0.9299 -1.8134 -0.25 1.04 1.30 0.2658
H 1.6097 0.8066 -1.5477 -0.19 0.54 -0.15 0.3639
H 0.1195 0.3358 2.6693 -0.02 -0.43 -1.08 0.3453
```
Forces are in eV/Å.

Output
- Kohn-Sham gap: 7.997 eV
- E_LUMO: -0.60 eV

=====

A 2-piece molecular cluster, C2H3I3Si overall. Source: the OMol25 dataset; level of theory: the ωB97M-V functional and the def2-TZVPD basis.

XYZ file:
```
9
Properties=species:S:1:pos:R:3:forces:R:3:mulliken_charge:R:1
C 2.1250 -0.3205 0.0359 3.61 -1.66 -0.46 -0.2480
C 1.3799 0.6400 -0.3438 -1.34 0.07 0.05 -0.5242
Si -1.9736 -0.0125 0.1882 0.60 1.02 0.28 0.1010
I -2.7893 -1.4278 -1.5779 -0.22 -0.14 -0.22 -0.0034
I -2.4550 -0.9328 2.3994 -0.09 0.02 -0.08 -0.0412
I -2.7689 2.3815 0.0234 0.09 -0.77 0.01 -0.0790
H 3.1075 -0.6908 -0.4780 -1.61 1.02 -0.12 0.1852
H 2.2062 -0.8840 0.9412 -1.10 0.02 0.93 0.2673
H 1.1682 1.2468 -1.1883 0.05 0.41 -0.38 0.3425
```
Forces are in eV/Å.

Output
- Kohn-Sham gap (alpha / beta): 6.848 / 7.292 eV
- E_LUMO (alpha / beta): -2.00 / -0.65 eV

=====

A 2-piece molecular cluster, C2H3I3Si overall. Source: the OMol25 dataset; level of theory: the ωB97M-V functional and the def2-TZVPD basis.

XYZ file:
```
9
Properties=species:S:1:pos:R:3:forces:R:3:mulliken_charge:R:1
C -0.1332 -0.1815 0.6893 -0.06 -0.07 -0.03 -1.1863
C 0.8352 0.5651 0.1570 0.57 -0.18 0.02 0.0347
Si 2.4502 -0.0681 -0.4950 0.13 0.13 -0.41 0.1769
I 4.1731 1.6984 -0.4248 -0.34 -0.33 0.12 -0.0695
I 3.2994 -2.2412 0.2827 -0.28 0.40 0.06 -0.0430
I -2.9720 -0.3747 -0.8928 0.13 0.01 0.00 0.0087
H -1.0023 0.2802 1.1222 -0.36 0.17 0.07 0.5112
H -0.0766 -1.2525 0.7739 0.17 -0.27 0.12 0.2482
H 0.6850 1.6324 0.0458 0.03 0.13 0.06 0.3191
```
Forces are in eV/Å.

Output
- Kohn-Sham gap (alpha / beta): 4.478 / 8.348 eV
- E_LUMO (alpha / beta): -3.19 / -1.60 eV

=====

C2H3IN2 as an isolated structure. Source: the OMol25 dataset; level of theory: the ωB97M-V functional and the def2-TZVPD basis.

XYZ file:
```
8
Properties=species:S:1:pos:R:3:forces:R:3:mulliken_charge:R:1
C 0.3495 0.5895 0.2270 -0.99 2.23 3.89 -0.0389
C -0.0479 -0.7443 0.0716 -1.87 -1.09 -1.02 0.0906
N 1.1504 1.1309 -0.5324 2.21 0.52 -2.16 -0.5413
N 0.2227 -1.8815 -0.1420 2.56 2.81 1.81 -0.2864
I -2.6691 0.1809 0.2121 0.93 -0.62 -0.24 -0.2683
H -0.1371 1.0847 1.1059 0.49 -0.46 -0.54 0.4200
H 1.4660 2.0741 -0.2895 -0.64 -0.28 0.09 0.2883
H -0.3344 -2.4343 -0.6527 -2.69 -3.12 -1.83 0.3360
```
Forces are in eV/Å.

Output
- Kohn-Sham gap: 7.346 eV
- E_LUMO: -1.55 eV

=====

A single C2H3IN2 molecule. Source: the OMol25 dataset; level of theory: the ωB97M-V functional and the def2-TZVPD basis.

XYZ file:
```
8
Properties=species:S:1:pos:R:3:forces:R:3:mulliken_charge:R:1
C -0.2365 0.5214 0.2428 -2.27 3.38 -0.88 0.0405
C -0.6360 -0.5079 -0.6405 3.85 -8.20 -3.07 -0.1413
N -0.8712 1.6512 0.1037 0.80 -1.68 -0.15 -0.5052
N 0.3204 -1.8077 -0.9227 -2.67 9.09 5.08 -0.4871
I -2.3756 -0.3258 -1.8475 0.81 -0.05 0.66 0.1386
H 0.5636 0.3895 0.8868 1.66 -0.53 1.13 0.4502
H -0.4530 2.4104 0.6195 0.20 0.10 0.59 0.2420
H -0.2209 -2.1625 -1.6044 -2.38 -2.11 -3.36 0.2623
```
Forces are in eV/Å.

Output
- SMILES string: [H]/N=C(I)/C=N/[H]
- Kohn-Sham gap (alpha / beta): 7.989 / 7.993 eV
- E_LUMO (alpha / beta): -1.46 / -1.47 eV

=====

A 2-piece molecular cluster, C2H3IN2O2 overall. Source: the OMol25 dataset; level of theory: the ωB97M-V functional and the def2-TZVPD basis.

XYZ file:
```
10
Properties=species:S:1:pos:R:3:forces:R:3:mulliken_charge:R:1
C 0.9870 0.9514 -1.6264 -1.83 0.31 1.69 0.0506
C -0.8360 0.5718 1.7456 -0.23 -0.01 -0.62 -0.1775
N -0.2922 -1.5654 0.7159 1.66 -1.86 0.30 0.1455
N -1.0120 -0.4073 0.8650 2.06 0.34 2.02 0.1828
O -0.7932 -2.4001 0.0236 -0.23 1.24 0.23 -0.4113
O 1.5110 -0.1248 -1.7142 0.04 0.68 -1.02 -0.3539
I 0.9761 0.4576 2.6993 0.54 -0.03 0.50 0.1240
H 0.7162 1.2819 -0.5508 0.51 0.26 -1.27 0.0717
H 0.4914 1.6267 -2.4401 1.28 -1.19 0.60 0.2267
H -1.7483 -0.3917 0.2824 -3.80 0.25 -2.43 0.1413
```
Forces are in eV/Å.

Output
- Kohn-Sham gap: 7.562 eV
- E_LUMO: -1.32 eV

=====

A 2-piece molecular cluster, C2H3IO2 overall. Source: the OMol25 dataset; level of theory: the ωB97M-V functional and the def2-TZVPD basis.

XYZ file:
```
8
Properties=species:S:1:pos:R:3:forces:R:3:mulliken_charge:R:1
C -0.4482 -0.5703 0.3703 1.53 0.55 0.96 -0.0619
C 1.6143 0.9768 -0.5669 0.96 -0.16 -3.20 0.0271
O 0.3588 -0.8971 -0.4739 -1.20 0.10 0.19 -0.3830
O 0.9099 1.5611 0.1561 -0.30 1.66 1.05 -0.4620
I 3.3577 -0.0962 0.0322 0.39 -0.08 0.20 0.0085
H -1.1153 -1.3161 0.7905 -0.60 -0.14 -0.08 0.2982
H -0.3326 0.4629 0.9106 -0.70 -1.65 -1.04 0.2314
H 1.5871 1.0521 -1.7365 -0.08 -0.30 1.91 0.3417
```
Forces are in eV/Å.

Output
- SMILES string: O=CI.C=O
- Kohn-Sham gap: 9.985 eV
- E_LUMO: 0.33 eV

=====

A 2-piece molecular cluster, C2H3IO2 overall. Source: the OMol25 dataset; level of theory: the ωB97M-V functional and the def2-TZVPD basis.

XYZ file:
```
8
Properties=species:S:1:pos:R:3:forces:R:3:mulliken_charge:R:1
C 1.2000 1.5577 -0.8196 0.24 -0.05 -0.40 0.0088
C -0.6060 -0.7082 0.2936 -0.04 -0.51 -0.11 -0.0724
O 1.8407 0.5991 -1.0567 0.24 0.01 -0.02 -0.3890
O -0.3817 0.4313 0.5750 -0.38 0.34 0.50 -0.3687
I -0.2894 2.2853 -2.1968 -0.12 0.12 -0.12 -0.0099
H 1.3099 2.2517 0.0143 0.00 -0.03 0.16 0.3649
H 0.0346 -1.2817 -0.3947 0.14 0.10 -0.12 0.2023
H -1.4676 -1.2516 0.7081 -0.09 0.02 0.10 0.2640
```
Forces are in eV/Å.

Output
- SMILES string: O=CI.C=O
- Kohn-Sham gap: 10.110 eV
- E_LUMO: 0.39 eV

=====

A 2-piece molecular cluster, C2H3IO2S overall. Source: the OMol25 dataset; level of theory: the ωB97M-V functional and the def2-TZVPD basis.

XYZ file:
```
9
Properties=species:S:1:pos:R:3:forces:R:3:mulliken_charge:R:1
C -1.1594 1.5584 1.3436 -0.35 0.17 -0.55 -0.4101
C -0.9461 1.5199 0.1642 0.19 -0.04 0.55 -0.4171
O 0.8862 -0.4326 -1.3225 1.90 0.18 0.85 -0.4175
O -0.2660 -1.7397 0.4151 -0.11 0.17 0.79 -0.3534
S 0.9558 -0.9993 0.2434 -0.43 -0.97 -2.58 0.5376
I 2.6068 -2.7965 -0.6066 -0.11 0.46 0.53 -0.1234
H -1.5085 1.6535 2.3403 0.14 -0.07 0.23 0.3888
H 0.0684 -0.1838 -1.7350 -1.11 -0.23 0.30 0.3347
H -0.6373 1.4201 -0.8426 -0.12 0.32 -0.11 0.4603
```
Forces are in eV/Å.

Output
- Kohn-Sham gap: 8.475 eV
- E_LUMO: -1.19 eV

=====

A 2-piece molecular cluster, C2H3IOS overall. Source: the OMol25 dataset; level of theory: the ωB97M-V functional and the def2-TZVPD basis.

XYZ file:
```
8
Properties=species:S:1:pos:R:3:forces:R:3:mulliken_charge:R:1
C -0.0025 0.8794 0.4912 0.59 -0.93 0.57 0.0954
C 0.4778 -0.1280 1.1681 0.38 -0.63 0.15 0.1096
O 0.4400 -1.4441 0.8454 0.48 -2.31 0.47 -0.4695
S -0.3114 2.1951 -0.2320 -0.56 1.13 -0.64 -0.3527
I -1.6774 -0.4222 -2.9450 -0.71 -1.24 -0.11 -0.0512
H -0.9156 0.9205 -2.8730 0.69 1.19 0.05 0.0426
H 1.0455 0.0366 2.0418 0.38 0.91 0.97 0.2718
H 0.9436 -2.0373 1.5035 -1.25 1.89 -1.46 0.3541
```
Forces are in eV/Å.

Output
- SMILES string: OC=C=S.I
- Kohn-Sham gap: 7.355 eV
- E_LUMO: -0.59 eV

=====

A 2-piece molecular cluster, C2H3IOS2 overall. Source: the OMol25 dataset; level of theory: the ωB97M-V functional and the def2-TZVPD basis.

XYZ file:
```
9
Properties=species:S:1:pos:R:3:forces:R:3:mulliken_charge:R:1
C -0.0565 -0.3105 -0.4069 -3.83 1.66 0.52 0.5570
C -1.3876 1.1488 0.2351 4.07 0.09 -0.52 -0.9564
O -0.5908 -1.0771 -1.1245 1.30 -0.36 -0.02 -0.4039
S 2.6404 -1.6507 0.5125 -1.15 -0.37 1.43 -0.2128
S 1.3303 0.0139 0.5014 1.39 -0.32 -0.19 -0.0246
I -3.2035 0.2294 0.0460 -0.48 -0.08 0.09 0.1192
H -1.2025 1.9542 -0.6056 -0.47 -1.42 2.22 0.3417
H -1.0135 1.3577 1.3309 -1.12 -0.01 -2.41 0.4178
H 3.4838 -1.6657 -0.4888 0.30 0.80 -1.13 0.1621
```
Forces are in eV/Å.

Output
- Kohn-Sham gap: 8.137 eV
- E_LUMO: -0.57 eV

=====

C2H3KO2 as an isolated structure. Source: the OMol25 dataset; level of theory: the ωB97M-V functional and the def2-TZVPD basis.

XYZ file:
```
8
Properties=species:S:1:pos:R:3:forces:R:3:mulliken_charge:R:1
H 1.7673 -1.6048 0.1289 0.36 0.41 0.11 0.2777
C 1.4046 -0.5845 0.2084 -1.64 1.41 2.00 -0.6411
C 1.3993 0.3414 -0.7236 -2.16 2.00 1.01 -0.2481
H 1.8163 0.4513 -1.7212 -0.13 0.11 0.27 0.3320
O 0.4273 1.6248 -0.3732 1.43 -3.22 -0.12 -0.2362
O -0.3035 1.2745 0.8344 0.66 0.60 -0.35 -0.7318
H 0.7400 0.0136 1.2465 1.22 -1.48 -2.89 0.3492
K -1.6577 -0.1406 -0.5883 0.25 0.18 -0.04 0.8983
```
Forces are in eV/Å.

Output
- Kohn-Sham gap: 6.655 eV
- E_LUMO: -0.64 eV

=====

C2H3LuO as an isolated structure. Source: the OMol25 dataset; level of theory: the ωB97M-V functional and the def2-TZVPD basis.

XYZ file:
```
7
Properties=species:S:1:pos:R:3:forces:R:3:mulliken_charge:R:1
O 0.0500 -0.8168 0.6243 0.09 -4.10 2.85 -0.2053
C 0.0588 -0.9603 -0.7481 -2.36 3.10 0.79 -0.1611
Lu -2.4014 -0.6422 -0.3068 3.83 0.74 -0.32 1.7372
H 0.8762 -0.9689 1.1154 0.43 -0.21 0.01 0.4370
C 0.1848 0.7927 -0.2311 -1.82 1.59 -3.45 -0.3348
H 0.6435 1.2767 -1.0987 0.61 -0.56 -0.27 0.2663
H 0.5881 1.3188 0.6450 -0.78 -0.57 0.39 0.2607
```
Forces are in eV/Å.

Output
- Kohn-Sham gap (alpha / beta): 5.735 / 5.486 eV
- Net charge: +2
- E_LUMO (alpha / beta): -11.81 / -11.88 eV

=====

A single C2H3N molecule. Source: the OMol25 dataset; level of theory: the ωB97M-V functional and the def2-TZVPD basis.

XYZ file:
```
6
Properties=species:S:1:pos:R:3:forces:R:3:mulliken_charge:R:1
C -19.5730 0.1885 42.9918 -0.61 1.61 -1.82 -0.6279
C -19.3338 0.9614 41.7091 1.01 -1.36 0.93 0.2227
N -19.1711 1.4811 40.7000 -0.11 0.22 -0.03 -0.3406
H -19.2774 -0.8606 42.9825 0.17 0.33 -0.25 0.2735
H -20.6554 0.2855 42.9068 -0.30 -0.54 1.18 0.2277
H -19.1683 0.7628 43.8252 -0.16 -0.26 -0.01 0.2446
```
Forces are in eV/Å.

Output
- SMILES string: CC#N
- Kohn-Sham gap: 12.572 eV
- E_LUMO: 0.79 eV

=====

An isolated ion of composition C2H3N2O and charge +1. Source: the OMol25 dataset; level of theory: the ωB97M-V functional and the def2-TZVPD basis.

XYZ file:
```
8
Properties=species:S:1:pos:R:3:forces:R:3:mulliken_charge:R:1
C 1.1731 -3.8057 -0.4423 -1.55 3.38 1.63 0.5901
C 0.0586 -0.0601 0.0729 0.84 -1.26 -1.92 -0.4273
N 0.7500 -2.6068 -0.3282 -0.70 1.02 -1.00 0.1091
N 0.6186 -1.4568 0.1675 1.55 -2.32 1.04 -0.0578
O 1.2795 -4.9358 -0.5125 0.46 -0.26 -0.49 -0.1104
H -0.1470 0.2884 1.0737 -0.14 -0.30 0.29 0.2717
H -0.7395 0.0345 -0.6640 -0.14 -0.14 0.24 0.3173
H 0.9524 0.4773 -0.3083 -0.33 -0.12 0.21 0.3073
```
Forces are in eV/Å.

Output
- SMILES string: CN=[N+]=C=O
- Kohn-Sham gap (alpha / beta): 7.660 / 7.641 eV
- Net charge: +1
- E_LUMO (alpha / beta): -7.95 / -7.95 eV

=====

An isolated ion of composition C2H3N2O2 and charge -1. Source: the OMol25 dataset; level of theory: the ωB97M-V functional and the def2-TZVPD basis.

XYZ file:
```
9
Properties=species:S:1:pos:R:3:forces:R:3:mulliken_charge:R:1
C 0.5360 0.9167 -0.0245 -0.11 -1.26 -0.21 -0.2544
C 0.8196 -0.5890 -0.0576 -1.46 -0.32 0.12 -0.1358
N -0.7056 1.1468 0.2468 3.42 3.56 -1.35 -0.3211
N -1.3718 0.1544 0.5615 -4.91 -4.82 -1.24 0.0418
O -2.5827 -0.1384 -0.4720 2.95 0.95 2.40 -0.7020
O -0.3909 -1.0709 0.4101 -1.52 -0.29 1.58 -0.3583
H 1.3188 1.5996 -0.2357 0.04 1.12 -0.06 0.4121
H 0.7503 -1.0483 -1.0591 1.84 0.56 -0.35 0.1579
H 1.6263 -0.9708 0.6306 -0.26 0.49 -0.89 0.1598
```
Forces are in eV/Å.

Output
- SMILES string: [O-]N1N=CCO1
- Kohn-Sham gap (alpha / beta): 7.126 / 7.127 eV
- Net charge: -1
- E_LUMO (alpha / beta): 4.28 / 4.28 eV

=====

A 2-piece molecular cluster, C2H3N2O2 overall. Source: the OMol25 dataset; level of theory: the ωB97M-V functional and the def2-TZVPD basis.

XYZ file:
```
9
Properties=species:S:1:pos:R:3:forces:R:3:mulliken_charge:R:1
C -1.0283 -1.8489 -0.9556 0.82 1.66 3.13 -0.5469
C -0.8451 -0.6924 -0.2726 0.69 -6.50 -2.02 -0.4012
N 1.0610 0.7246 1.5387 -0.67 -1.33 0.42 -0.6685
N 1.2899 1.7424 0.8715 -0.07 -0.09 -0.13 1.1557
O 2.2025 2.4757 1.2936 1.13 1.28 0.23 -0.7408
O 0.6491 2.0243 -0.1739 -0.45 0.13 -0.52 -0.7129
H -1.8929 -1.9758 -1.6015 0.23 -0.26 -0.34 0.2599
H -0.4405 -2.7269 -0.5273 -0.90 0.86 -1.09 0.1842
H -0.9957 0.2770 -0.1728 -0.79 4.24 0.33 0.4705
```
Forces are in eV/Å.

Output
- Kohn-Sham gap (alpha / beta): 7.981 / 7.974 eV
- Net charge: -1
- E_LUMO (alpha / beta): 3.94 / 3.99 eV

=====

Computed largest force on an atom (eV/Å) in order:
4.312 5.041 1.856 2.255 3.999 0.597 4.593 10.745 4.515 3.345 0.712 2.786 2.693 4.210 3.528 4.993 2.507 4.062 6.992 6.844
Computed energy relative to the best compared isomer or geometry (same formula, charge and spin) (eV) in order:
2.355 1.598 1.088 1.923 3.815 2.750 0.992 2.348 6.244 2.273 1.824 1.575 2.354 1.845 4.199 7.246 0.284 4.696 5.264 6.850
Computed E_tot (Ha) in order:
-992.5778 -803.3319 -1046.2600 -1121.4789 -1260.5254 -1260.5646 -485.1213 -485.0715 -635.4786 -526.1154 -526.1319 -924.2505 -849.0360 -1247.2287 -828.2313 -1387.6752 -132.7413 -262.3051 -337.8159 -337.7577